This record from the Open Molecules 2025 dataset describes a single CHN molecule at a distorted geometry. The level of theory is ωB97M-V/def2-TZVPD.

Positions of all 3 atoms, in Å:
C (-0.017, -0.013, 0.018)
N (0.162, 0.188, -1.081)
H (-0.145, -0.175, 1.064)

Values from the calculation:
**Total charge**: 0
**Orbital gap**: 13.988 eV
**Energy relative to the best compared isomer or geometry (same formula, charge and spin)**: 0.00 kJ/mol
**Structure (SMILES)**: C#N